Entry 1:
{
  "formula": "C3H11NOS2",
  "method": "wB97M-V/def2-TZVPD",
  "lumo_ha": [0.0953, 0.0931],
  "total_charge": -1,
  "spin_multiplicity": 2,
  "gap_ev": [1.92, 6.93],
  "e_homo_ev": [0.678, -4.400],
  "symbols": ["N", "C", "C", "C", "S", "S", "H", "H", "H", "H", "H", "H", "H", "H", "H", "H", "H", "O"],
  "positions_angstrom": [[0.37329, 1.13436, -0.32083], [1.40946, 0.00391, -0.32959], [2.16546, 0.19867, 0.94117], [0.61150, -1.25075, -0.74350], [0.50458, -1.08758, -2.58456], [-0.56967, -2.76648, -3.14688], [0.01928, 1.14737, 0.62529], [0.75727, 2.02830, -0.58789], [2.06869, 0.22154, -1.17608], [1.46099, -0.06754, 1.75669], [2.57482, 1.17272, 1.15193], [3.00108, -0.50845, 1.01325], [-0.42798, -1.16335, -0.42955], [1.21423, -2.12457, -0.46293], [-1.71032, -2.54680, -2.49508], [-3.82058, 1.77012, 2.60465], [-4.89913, 2.28737, 1.79390], [-4.73297, 1.55116, 2.39002]],
  "forces_ev_per_angstrom": [[0.26, -1.17, -0.51], [-1.58, 2.96, -1.39], [0.06, -2.57, 1.46], [1.40, 0.62, -0.36], [0.95, 1.29, 0.61], [-0.46, -1.78, -0.44], [-0.13, 0.50, 0.06], [0.14, 0.05, 0.24], [0.06, 0.01, 0.04], [0.48, 0.21, 0.00], [-0.15, 0.53, -0.46], [0.00, -0.05, 0.13], [0.29, -0.53, 0.60], [-0.81, -0.22, -0.04], [-0.51, 0.18, 0.06], [0.22, -0.50, 0.36], [-0.59, -0.08, -0.27], [0.37, 0.56, -0.09]],
  "lowdin_spin": [0.003, 0.014, 0.003, 0.016, 0.351, 0.509, 0.001, 0.003, 0.008, 0.002, 0.001, 0.001, 0.007, 0.003, 0.068, 0.001, 0.001, 0.008]
}


Entry 2:
{
  "formula": "C3H11NOS2",
  "method": "wB97M-V/def2-TZVPD",
  "lumo_ha": 0.0189,
  "total_charge": 0,
  "gap_ev": 9.45,
  "e_homo_ev": -8.931,
  "smiles": "C[C@@H](N)CSS.O",
  "symbols": ["C", "C", "N", "C", "S", "S", "H", "H", "H", "H", "H", "H", "H", "H", "H", "O", "H", "H"],
  "positions_angstrom": [[1.56183, -1.29627, 0.87591], [0.55090, -0.15761, 0.61732], [-0.13813, -0.24881, -0.62415], [-0.38389, -0.09901, 1.82435], [-1.71246, 1.10418, 1.75670], [-0.64497, 2.84069, 1.92009], [1.00100, -2.18081, 1.20257], [2.10064, -1.54224, -0.03952], [2.24044, -0.99275, 1.68061], [1.14628, 0.74975, 0.61297], [-0.91583, -0.88176, -0.69038], [0.01513, 0.45646, -1.31909], [-0.82705, -1.09366, 1.98073], [0.17820, 0.00824, 2.75684], [-0.93521, 3.23947, 3.16892], [-1.11192, -0.02493, -5.63517], [-1.66920, -0.38529, -4.93803], [-0.45574, 0.50434, -5.15068]],
  "forces_ev_per_angstrom": [[-0.58, 0.07, 0.10], [0.57, -0.06, 0.46], [0.20, -0.40, -0.22], [0.25, -0.67, 0.65], [-0.13, 0.04, 0.12], [0.09, 0.39, -0.29], [0.27, -0.06, -0.07], [0.09, 0.10, 0.16], [0.04, -0.23, -0.18], [-0.06, 0.39, -0.13], [-0.01, 0.30, -0.25], [-0.37, -0.13, 0.06], [-0.41, 0.18, -0.37], [0.10, 0.38, -0.14], [-0.04, -0.28, 0.12], [0.35, 0.30, 0.40], [-0.05, -0.05, -0.07], [-0.29, -0.25, -0.34]],
  "lowdin_charge": [-0.070, -0.557, 0.027, -0.593, 0.433, 0.317, 0.072, 0.074, 0.077, 0.114, 0.078, 0.072, 0.079, 0.077, -0.200, -0.066, 0.028, 0.037]
}


Entry 3:
{
  "formula": "C3H11NOS2",
  "method": "wB97M-V/def2-TZVPD",
  "lumo_ha": 0.0237,
  "total_charge": 0,
  "gap_ev": 9.66,
  "e_homo_ev": -9.019,
  "smiles": "CNCO.CSS",
  "symbols": ["C", "N", "C", "O", "H", "H", "H", "H", "H", "H", "H", "C", "S", "S", "H", "H", "H", "H"],
  "positions_angstrom": [[0.86116, 2.14772, -0.59498], [0.35665, 0.99842, 0.14504], [0.29012, 1.24458, 1.57059], [-0.14904, 0.09716, 2.24329], [0.19744, 3.00123, -0.43913], [0.87177, 1.92367, -1.65851], [1.87285, 2.45072, -0.29673], [0.95659, 0.19461, -0.00825], [1.26279, 1.48503, 2.01044], [-0.38185, 2.09879, 1.72745], [-0.92674, -0.23842, 1.77847], [-0.21431, -3.00277, -0.92464], [-1.57721, -2.24652, -0.00698], [-2.21924, -0.80125, -1.32917], [-0.57707, -3.37680, -1.88390], [0.14417, -3.84176, -0.32364], [0.58227, -2.29033, -1.08270], [-1.35035, 0.15592, -0.92664]],
  "forces_ev_per_angstrom": [[-0.01, 0.07, 0.02], [0.06, 0.02, -0.13], [-0.14, -0.07, 0.12], [0.00, 0.03, 0.03], [0.01, -0.05, -0.01], [0.00, -0.02, -0.08], [0.00, 0.01, 0.02], [0.04, 0.01, 0.02], [0.09, 0.07, 0.02], [0.03, -0.01, -0.01], [0.01, -0.09, -0.01], [-0.29, -0.25, -0.03], [-0.12, 0.10, -0.17], [0.04, -0.15, 0.13], [0.06, 0.05, 0.12], [0.01, 0.09, -0.03], [0.22, 0.13, -0.02], [0.00, 0.04, 0.01]],
  "lowdin_charge": [-0.126, -0.143, -0.329, -0.061, 0.081, 0.076, 0.078, 0.109, 0.124, 0.124, 0.032, -0.482, 0.361, 0.313, 0.029, 0.031, 0.015, -0.232]
}


Entry 4:
{
  "formula": "C3H11NOS2",
  "method": "wB97M-V/def2-TZVPD",
  "lumo_ha": [-0.1942, -0.2954],
  "total_charge": 1,
  "spin_multiplicity": 2,
  "gap_ev": [7.66, 4.54],
  "e_homo_ev": [-12.943, -12.574],
  "symbols": ["S", "S", "C", "C", "C", "N", "H", "H", "H", "H", "H", "H", "H", "H", "H", "H", "H", "O"],
  "positions_angstrom": [[-0.63251, 2.72869, 0.48298], [0.20316, 1.05625, -0.64528], [0.13483, -0.48985, 0.29318], [0.18402, -1.86742, -0.25340], [-0.77417, -2.10623, -1.48858], [-0.73654, -3.49380, -1.85921], [0.54338, 3.30826, 0.52899], [1.09088, -0.31178, 0.80307], [-0.68422, -0.41707, 0.99033], [1.20662, -2.33060, -0.42964], [-0.26219, -2.55406, 0.50619], [-1.80190, -2.03002, -1.20978], [-0.50990, -1.32661, -2.24710], [-1.67599, -3.68500, -2.31479], [0.20405, -3.70297, -2.30838], [1.59068, 1.25667, 3.14926], [2.48550, 0.11037, 3.16385], [1.57129, 0.29516, 2.95901]],
  "forces_ev_per_angstrom": [[-0.23, -2.61, -0.70], [-0.26, 1.00, 0.07], [-0.02, 0.90, 0.99], [-0.52, -2.41, -1.18], [1.08, -0.06, 0.59], [0.53, 0.55, -1.07], [0.85, 0.50, -0.22], [-0.01, 0.14, 0.71], [-0.09, 0.34, 0.42], [-1.06, 1.09, -0.16], [0.48, 0.73, -0.18], [-0.68, 1.15, 0.53], [-0.21, -0.49, 0.02], [2.42, -0.52, 0.10], [-2.34, -0.33, 0.10], [-0.56, -0.62, -0.11], [0.54, -0.73, 0.12], [0.08, 1.38, -0.04]],
  "lowdin_spin": [0.125, 0.590, 0.095, 0.020, 0.026, 0.057, 0.015, 0.049, 0.003, 0.001, 0.000, 0.000, 0.008, 0.002, 0.001, 0.000, 0.000, 0.006]
}


We obtain energy relative to the best compared isomer or geometry (same formula, charge and spin) values of 1.686 0.302 0.408 1.528 eV for the records listed above, in that order.